Entry 1:
Here is 4 unconnected molecules or ions with the total composition C19H52BFN5O11PS from OMol25. Energies are from ωB97M-V/def2-TZVPD.

Geometry as ORCA input:
```
! wB97M-V def2-TZVPD RIJCOSX def2/J DEFGRID3
* xyz 0 1
N 1.81 5.33 -1.07
P 0.38 5.60 -0.18
O -0.35 4.18 -0.57
N 1.09 5.16 1.40
C 1.33 3.69 1.59
B 2.53 3.40 2.60
O 2.38 2.55 3.65
O 3.76 4.00 2.40
S 0.47 5.92 2.70
O -0.02 4.98 3.65
O -0.29 7.05 2.32
F 1.81 6.47 3.31
H 1.71 4.58 -1.74
H 2.58 5.08 -0.46
H -1.30 4.21 -0.36
H 1.67 3.34 0.61
H 0.41 3.18 1.84
H 1.69 1.90 3.51
H 3.78 4.95 2.56
C -1.56 -0.57 -4.15
O -1.59 -0.91 -2.78
C -1.18 -2.24 -2.49
C 0.15 -2.25 -1.76
N 1.24 -1.82 -2.63
C 2.50 -1.59 -1.94
C 2.54 -0.48 -0.90
O 2.39 0.82 -1.43
C 1.05 1.26 -1.62
H -2.06 0.39 -4.26
H -0.53 -0.47 -4.52
H -2.09 -1.31 -4.76
H -1.13 -2.83 -3.41
H -1.93 -2.69 -1.84
H 0.36 -3.27 -1.41
H 0.03 -1.61 -0.88
H 0.96 -0.97 -3.10
H 3.25 -1.36 -2.70
H 2.81 -2.52 -1.47
H 3.54 -0.50 -0.44
H 1.82 -0.65 -0.09
H 0.37 0.81 -0.89
H 0.69 1.04 -2.63
H 1.03 2.34 -1.49
C 7.34 -1.05 3.35
O 6.98 -1.53 2.07
C 6.70 -2.93 2.02
C 5.23 -3.18 1.77
N 4.43 -2.80 2.93
C 2.99 -2.82 2.70
C 2.42 -1.84 1.68
O 2.53 -0.48 2.05
C 3.76 0.15 1.73
H 7.68 -0.02 3.22
H 6.50 -1.06 4.05
H 8.16 -1.64 3.78
H 7.03 -3.42 2.94
H 7.27 -3.34 1.18
H 5.08 -4.24 1.57
H 4.95 -2.62 0.86
H 4.70 -1.88 3.23
H 2.50 -2.61 3.66
H 2.69 -3.83 2.41
H 1.35 -2.04 1.59
H 2.85 -1.99 0.68
H 4.21 -0.26 0.82
H 4.48 0.08 2.55
H 3.54 1.20 1.57
C -3.95 0.63 -0.87
O -4.97 0.74 -1.85
C -4.99 -0.30 -2.81
C -6.19 -1.20 -2.62
N -6.07 -2.00 -1.40
C -7.27 -2.74 -1.04
C -8.53 -1.95 -0.69
O -8.42 -1.19 0.50
C -7.86 0.09 0.36
H -3.94 1.56 -0.30
H -4.14 -0.20 -0.18
H -2.97 0.48 -1.34
H -4.06 -0.88 -2.78
H -5.06 0.17 -3.79
H -6.27 -1.88 -3.48
H -7.09 -0.56 -2.62
H -5.82 -1.38 -0.64
H -7.02 -3.36 -0.17
H -7.51 -3.43 -1.86
H -9.33 -2.67 -0.51
H -8.86 -1.31 -1.52
H -8.09 0.53 -0.62
H -6.77 0.09 0.50
H -8.29 0.73 1.14
*
```

SMILES = NP(O)N(CB(O)O)S(=O)(=O)F.COCCNCCOC.COCCNCCOC.COCCNCCOC
HOMO = -0.32144 Ha
energy relative to the best compared isomer or geometry (same formula, charge and spin) = 32.6 kJ/mol

---

Entry 2:
Here is 2 unconnected molecules or ions with the total composition C3H10N3P at a distorted geometry from OMol25. Energies are from ωB97M-V/def2-TZVPD.

Geometry as ORCA input:
```
! wB97M-V def2-TZVPD RIJCOSX def2/J DEFGRID3
* xyz 0 1
C -1.19 -0.89 0.05
C 0.32 -1.17 -0.33
C -1.34 0.10 1.24
N 0.82 0.07 -0.89
N 0.98 0.79 0.22
N 2.81 1.79 -0.02
P -0.31 1.75 0.89
H -1.69 -0.48 -0.91
H -1.81 -1.87 0.30
H 0.90 -1.48 0.54
H 0.36 -1.86 -1.16
H -2.31 0.54 1.49
H -0.99 -0.40 2.24
H 0.21 0.36 -1.70
H 2.96 1.68 -0.98
H 3.40 1.10 0.59
H -1.00 1.98 -0.21
*
```

HOMO (spin up / spin down) = -0.30330 / -0.30243 Ha
energy relative to the best compared isomer or geometry (same formula, charge and spin) = 282.7 kJ/mol

---

Entry 3:
Here is 3 unconnected molecules or ions with the total composition C7H9Cl4N from OMol25. Energies are from ωB97M-V/def2-TZVPD.

Geometry as ORCA input:
```
! wB97M-V def2-TZVPD RIJCOSX def2/J DEFGRID3
* xyz 0 1
N -0.20 -3.64 -2.92
C 0.64 -4.29 -2.12
C 0.97 -3.86 -0.84
C 0.40 -2.69 -0.37
C -0.49 -2.01 -1.19
C -0.74 -2.52 -2.45
H 1.09 -5.19 -2.52
H 1.68 -4.43 -0.25
H 0.65 -2.30 0.61
H -0.90 -1.05 -0.90
H -1.42 -2.01 -3.13
C 0.10 1.58 2.53
Cl 1.68 1.40 3.30
Cl 0.00 0.67 1.01
H -0.65 1.18 3.20
H -0.07 2.62 2.30
C -0.68 5.31 0.69
Cl 0.69 4.29 0.24
Cl -0.31 6.37 2.05
H -0.95 5.91 -0.17
H -1.50 4.66 0.95
*
```

SMILES = c1ccncc1.ClCCl.ClCCl
HOMO = -0.35528 Ha
energy relative to the best compared isomer or geometry (same formula, charge and spin) = 0.0 kJ/mol

---

Entry 4:
Here is a molecular structure, C37H43LaN2O4P2S2Si2 at a distorted geometry from OMol25. Energies are from ωB97M-V/def2-TZVPD.

Geometry as ORCA input:
```
! wB97M-V def2-TZVPD RIJCOSX def2/J DEFGRID3
* xyz -2 1
La -0.10 -2.16 -0.28
C 4.16 -0.54 -2.30
Si 3.70 -1.27 -0.61
C 3.86 -3.13 -0.81
C 5.06 -0.81 0.63
N 2.14 -0.79 -0.08
P 1.38 0.61 -0.31
C 0.02 0.49 -1.23
P -1.62 0.51 -1.07
N -2.27 -0.88 -0.57
Si -3.84 -1.53 -0.75
C -5.22 -0.23 -0.80
C -4.24 -2.65 0.69
C -4.01 -2.51 -2.35
C -2.24 1.84 0.03
C -2.70 1.53 1.30
C -3.07 2.54 2.19
C -3.00 3.87 1.80
C -2.54 4.19 0.53
C -2.15 3.18 -0.34
C -2.37 0.92 -2.71
C -3.42 1.81 -2.87
C -3.98 2.03 -4.13
C -3.48 1.36 -5.24
C -2.42 0.47 -5.08
C -1.87 0.27 -3.83
C 1.14 1.37 1.34
C 0.66 2.68 1.43
C 0.43 3.27 2.66
C 0.69 2.55 3.83
C 1.18 1.26 3.75
C 1.41 0.67 2.51
C 2.53 1.88 -1.01
C 2.33 2.37 -2.29
C 3.21 3.30 -2.83
C 4.28 3.76 -2.09
C 4.48 3.30 -0.79
C 3.60 2.37 -0.26
H 4.89 -1.20 -2.78
H 3.29 -0.49 -2.96
H 4.59 0.46 -2.24
H 4.89 -3.32 -1.13
H 3.67 -3.67 0.12
H 3.17 -3.54 -1.55
H 6.00 -1.29 0.37
H 5.24 0.26 0.69
H 4.77 -1.16 1.62
H -5.06 0.60 -0.12
H -5.36 0.18 -1.80
H -6.16 -0.72 -0.51
H -4.32 -2.08 1.62
H -5.18 -3.18 0.52
H -3.46 -3.40 0.86
H -4.04 -1.83 -3.20
H -3.18 -3.20 -2.49
H -4.94 -3.09 -2.34
H -2.72 0.49 1.62
H -3.39 2.27 3.19
H -3.30 4.65 2.49
H -2.47 5.23 0.22
H -1.75 3.45 -1.31
H -3.84 2.33 -2.02
H -4.80 2.73 -4.23
H -3.91 1.53 -6.22
H -2.02 -0.06 -5.94
H -1.03 -0.41 -3.72
H 0.46 3.24 0.53
H 0.04 4.28 2.70
H 0.50 3.01 4.79
H 1.37 0.68 4.65
H 1.77 -0.34 2.46
H 1.49 1.99 -2.85
H 3.04 3.66 -3.84
H 4.96 4.49 -2.52
H 5.30 3.66 -0.20
H 3.74 2.03 0.76
O -1.27 -4.25 -1.16
S 0.14 -4.58 -1.54
O 0.91 -4.42 -0.25
O 0.58 -3.38 -2.35
O 0.32 -5.85 -2.19
S -1.00 -1.95 2.56
C 0.27 -2.47 3.66
C 1.29 -3.35 3.27
C 2.32 -3.69 4.14
C 2.37 -3.17 5.42
C 1.35 -2.31 5.83
C 0.32 -1.97 4.97
H 1.27 -3.79 2.28
H 3.09 -4.36 3.78
H 3.18 -3.42 6.09
H 1.36 -1.89 6.83
H -0.45 -1.29 5.29
*
```

HOMO = -0.08589 Ha
energy relative to the best compared isomer or geometry (same formula, charge and spin) = 0.0 kJ/mol